# 1
Here is one molecule with the formula C21H31BrN4O2 from OMol25. Energies are from ωB97M-V/def2-TZVPD.

Kohn-Sham gap   0.3163 Eh
SMILES   CCN1CCC[C@@H]1CN1C[C@H](C(=O)Nc2ccc(Br)cc2NC(C)C)CC1=O
2S+1   1
Highest occupied orbital energy   -8.2582 eV

```
59
C21H31BrN4O2 (ωB97M-V/def2-TZVPD)
C -2.460 1.342 -7.278
C -1.664 1.090 -6.008
N -2.303 0.120 -5.131
C -2.323 -1.224 -5.696
C -2.701 -2.115 -4.520
C -2.142 -1.368 -3.294
C -1.636 -0.019 -3.837
C -1.940 1.172 -2.932
N -1.097 1.231 -1.758
C -1.320 0.432 -0.567
C -0.081 0.730 0.294
C -0.396 0.654 1.777
O -1.271 1.332 2.276
N 0.389 -0.212 2.485
C 0.285 -0.503 3.868
C -0.935 -0.566 4.517
C -1.004 -0.927 5.856
C 0.169 -1.235 6.515
Br 0.106 -1.752 8.337
C 1.403 -1.165 5.891
C 1.481 -0.777 4.555
N 2.682 -0.703 3.850
C 3.970 -0.796 4.534
C 4.264 0.421 5.408
C 5.053 -0.990 3.484
C 0.318 2.140 -0.148
C -0.211 2.251 -1.566
O 0.076 3.102 -2.380
H -1.997 2.140 -7.858
H -2.505 0.457 -7.913
H -3.480 1.639 -7.032
H -0.644 0.751 -6.265
H -1.552 2.030 -5.468
H -3.027 -1.293 -6.524
H -1.323 -1.495 -6.081
H -3.785 -2.204 -4.450
H -2.293 -3.120 -4.624
H -2.928 -1.207 -2.554
H -1.341 -1.921 -2.805
H -0.541 -0.065 -3.978
H -1.773 2.106 -3.464
H -2.993 1.134 -2.633
H -2.230 0.746 -0.045
H -1.401 -0.628 -0.805
H 0.712 0.028 0.026
H 1.065 -0.754 1.970
H -1.835 -0.329 3.971
H -1.955 -0.975 6.366
H 2.294 -1.395 6.454
H 2.677 0.042 3.164
H 3.936 -1.694 5.155
H 5.194 0.285 5.961
H 4.371 1.311 4.782
H 3.465 0.609 6.125
H 6.032 -1.079 3.954
H 4.866 -1.884 2.891
H 5.088 -0.129 2.810
H -0.195 2.890 0.458
H 1.387 2.338 -0.115
```



# 2
Here is a 2-piece molecular cluster, C21H31Cl2N6O6P overall in a non-equilibrium geometry from OMol25. Energies are from ωB97M-V/def2-TZVPD.

Kohn-Sham gap   0.2463 Eh
SMILES   CCc1c(CC(N)(N)N)c(Cl)c(CC(=O)OC(C)=O)c2nc(CC(C)C)c(P(O)Cl)nc12.C[N+](=O)[O-]
2S+1   1
Highest occupied orbital energy   -8.4082 eV

```
67
C21H31Cl2N6O6P (ωB97M-V/def2-TZVPD)
C 2.058 -3.838 2.849
C 0.873 -4.371 1.798
C 0.785 -3.174 0.633
C 1.574 -3.350 -0.831
C 2.389 -4.769 -1.086
C 1.423 -5.919 -1.742
N 0.041 -6.022 -1.138
N 1.207 -5.691 -3.252
N 2.071 -7.307 -1.569
C 1.529 -2.152 -1.960
Cl 2.462 -2.356 -3.555
C 0.650 -0.814 -1.595
C 0.592 0.423 -2.713
C 1.555 1.686 -2.192
O 1.651 2.838 -2.910
O 2.300 1.615 -0.919
C 3.280 2.708 -0.791
C 3.106 3.861 0.396
O 4.389 2.828 -1.573
C -0.170 -0.660 -0.152
N -0.968 0.599 0.035
C -1.681 0.668 1.356
C -2.638 1.961 1.711
C -2.534 3.206 0.650
C -2.239 4.567 1.576
C -3.910 3.523 -0.186
C -1.533 -0.512 2.466
P -2.475 -0.240 4.149
O -2.212 -1.725 5.081
Cl -1.536 1.279 5.309
N -0.757 -1.795 2.356
C -0.111 -1.810 0.998
H 3.109 -4.228 2.455
H 2.087 -2.662 2.905
H 1.828 -4.366 3.870
H -0.183 -4.387 2.308
H 1.230 -5.400 1.371
H 3.252 -4.544 -1.867
H 2.952 -5.122 -0.094
H -0.519 -5.148 -1.239
H 0.044 -6.395 -0.164
H 0.637 -4.794 -3.270
H 0.532 -6.466 -3.510
H 1.954 -7.792 -2.491
H 1.489 -7.863 -0.897
H -0.515 0.776 -2.939
H 1.035 0.094 -3.769
H 2.338 4.705 0.103
H 2.752 3.368 1.418
H 4.142 4.409 0.565
H -3.763 1.659 1.863
H -2.267 2.351 2.776
H -1.643 3.147 -0.106
H -2.961 4.471 2.510
H -1.090 4.468 1.881
H -2.411 5.550 0.965
H -3.916 2.984 -1.247
H -3.882 4.691 -0.435
H -4.904 3.339 0.405
H -1.349 -1.630 5.616
C -1.671 7.504 -2.228
N -1.494 6.525 -1.121
O -1.806 5.351 -1.349
O -1.047 6.964 -0.055
H -2.070 6.982 -3.100
H -2.371 8.268 -1.883
H -0.692 7.933 -2.449
```



# 3
Here is C21H31F5NiP2 as an isolated structure in a non-equilibrium geometry from OMol25. Energies are from ωB97M-V/def2-TZVPD.

Kohn-Sham gap (spin up / spin down)   0.2380 / 0.2647 Eh
2S+1   3
Highest occupied orbital energy (spin up / spin down)   -7.0345 / -7.9466 eV

```
60
C21H31F5NiP2 (ωB97M-V/def2-TZVPD)
P 1.230 -2.012 -0.744
P 1.058 1.384 -0.993
C 0.595 -1.041 -2.230
C 1.531 0.146 -2.407
H -0.452 -0.833 -1.893
H 0.544 -1.696 -3.118
H 2.578 -0.145 -2.165
H 1.372 0.529 -3.411
C 0.167 2.445 -2.419
H -0.171 3.401 -2.004
H -0.711 1.969 -2.869
H 0.846 2.646 -3.269
C 2.094 2.823 -0.591
H 2.057 3.600 -1.357
H 3.115 2.499 -0.395
H 1.667 3.227 0.335
C -0.018 -3.286 -1.388
H -0.033 -4.290 -0.955
H 0.224 -3.441 -2.452
H -1.039 -2.890 -1.342
C 2.766 -2.963 -1.243
H 3.621 -2.267 -1.275
H 2.649 -3.488 -2.206
H 2.956 -3.705 -0.446
Ni 2.264 -0.352 0.105
C -2.462 1.906 -0.725
C -2.897 1.378 -1.863
C -4.040 0.410 -1.924
C -4.242 -0.400 -0.550
C -3.346 -1.553 -0.440
C -2.390 -1.566 0.478
C -1.592 -0.309 0.795
C -2.084 1.176 0.563
C 2.625 -1.916 1.486
H -1.896 2.854 -0.636
H -2.371 1.562 -2.819
H -3.693 -0.229 -2.782
H -5.021 0.912 -2.120
H -4.114 0.205 0.337
H -5.302 -0.643 -0.511
H -3.432 -2.245 -1.236
H -1.898 -2.463 0.849
H -0.586 -0.477 0.325
H -1.497 -0.402 1.909
H -2.800 1.288 1.366
H -1.184 1.723 0.909
H 2.840 -1.365 2.436
H 3.396 -2.683 1.215
H 1.552 -2.307 1.542
F 0.184 -1.172 3.151
C 0.683 0.110 3.081
C 1.784 0.433 2.279
C 2.672 1.227 3.024
F 4.015 1.237 2.776
C 2.308 1.931 4.179
F 3.212 2.664 4.832
C 1.007 1.898 4.648
F 0.612 2.724 5.612
C 0.158 0.971 4.072
F -1.110 0.858 4.477
```



# 4
Here is C21H31F5NiP2 as an isolated structure in a non-equilibrium geometry from OMol25. Energies are from ωB97M-V/def2-TZVPD.

Kohn-Sham gap (spin up / spin down)   0.2222 / 0.2956 Eh
2S+1   3
Highest occupied orbital energy (spin up / spin down)   -5.9909 / -8.3034 eV

```
60
C21H31F5NiP2 (ωB97M-V/def2-TZVPD)
P 2.308 2.127 -1.386
P 1.410 -0.865 -2.502
C 3.338 1.199 -2.617
C 2.488 0.282 -3.496
H 4.082 0.635 -2.034
H 3.871 1.946 -3.221
H 1.810 0.853 -4.147
H 3.119 -0.350 -4.137
C 2.703 -2.092 -1.985
H 2.205 -2.940 -1.496
H 3.403 -1.633 -1.273
H 3.259 -2.452 -2.863
C 0.602 -1.682 -3.930
H 1.349 -2.159 -4.580
H 0.058 -0.920 -4.504
H -0.105 -2.433 -3.562
C 3.634 3.045 -0.530
H 3.185 3.665 0.255
H 4.199 3.679 -1.228
H 4.315 2.314 -0.071
C 1.505 3.365 -2.504
H 0.822 2.861 -3.204
H 2.260 3.927 -3.076
H 0.925 4.064 -1.886
Ni -1.548 0.027 1.840
C -1.391 -0.943 -0.138
C -0.342 -1.328 0.681
C 1.072 -0.838 0.700
C 1.377 0.263 1.734
C 0.302 1.285 1.822
C -0.606 1.694 0.853
C -0.564 1.376 -0.607
C -1.496 0.232 -1.052
C -2.227 1.202 3.158
H -2.220 -1.656 -0.226
H -0.473 -2.281 1.203
H 1.337 -0.449 -0.298
H 1.746 -1.691 0.888
H 1.464 -0.205 2.727
H 2.366 0.711 1.532
H 0.307 1.849 2.755
H -1.246 2.543 1.107
H 0.463 1.045 -0.835
H -0.762 2.280 -1.206
H -2.538 0.596 -1.023
H -1.295 -0.025 -2.109
H -3.303 1.275 2.921
H -1.759 2.197 3.184
H -2.099 0.679 4.118
F -1.197 -2.143 4.142
C -2.471 -2.147 3.642
C -2.848 -1.284 2.619
C -4.164 -1.381 2.172
F -4.633 -0.589 1.159
C -5.085 -2.286 2.733
F -6.357 -2.333 2.283
C -4.683 -3.136 3.765
F -5.545 -4.035 4.290
C -3.367 -3.066 4.223
F -2.961 -3.875 5.224
```